(1)
{"formula": "C5H10NO2", "method": "ωB97M-V/def2-TZVPD", "elements": ["O", "C", "O", "C", "H", "H", "H", "H", "C", "C", "C", "N", "H", "H", "H", "H", "H", "H"], "positions_angstrom": [[0.759, 0.445, 2.365], [-0.255, -0.148, 2.140], [-0.316, -1.334, 1.451], [-1.642, 0.383, 2.434], [0.602, -1.652, 1.401], [-2.383, -0.116, 1.818], [-1.632, 1.452, 2.234], [-1.864, 0.234, 3.490], [0.393, -0.627, -1.683], [0.128, -1.228, -2.908], [1.154, 1.425, -0.644], [1.059, 0.606, -1.652], [0.109, -0.978, -0.685], [0.439, -0.794, -3.858], [-0.453, -2.148, -2.952], [1.810, 2.290, -0.708], [0.611, 1.273, 0.295], [1.480, 0.917, -2.536]], "forces_ev_per_a": [[1.6, 0.7, 0.8], [-3.7, -3.4, -1.8], [1.1, 2.3, 1.8], [0.3, 1.1, 0.4], [0.3, -0.8, -0.2], [0.2, -0.4, -0.3], [-0.1, 0.2, 0.2], [0.1, -0.1, 0.2], [-1.0, -1.5, -2.5], [0.3, 1.1, 2.7], [0.1, -0.6, -0.9], [0.4, 1.6, 1.0], [-0.1, 0.0, -0.9], [0.0, 0.0, 0.2], [0.3, 0.2, 0.1], [-0.3, 0.0, -0.3], [0.4, -0.2, -0.8], [0.2, -0.2, 0.3]], "lowdin_charge": [0.430, -0.381, 0.202, 0.133, 0.168, 0.137, 0.127, 0.145, -0.112, 0.183, 0.209, 0.041, 0.097, 0.099, 0.099, 0.139, 0.088, 0.197], "energy_ev": -10909.99520, "e_above_lowest_ev": 2.1103, "homo_energy_ev": [-18.24, -18.23], "mol_weight_g_mol": 116.14, "charge": 2, "lumo_energy_ev": [-9.176, -14.310], "s_squared": 0.76, "spin_multiplicity": 2}

---

(2)
{"formula": "C3H7N3O2", "method": "ωB97M-V/def2-TZVPD", "elements": ["C", "C", "C", "H", "H", "H", "H", "H", "H", "H", "N", "N", "N", "O", "O"], "positions_angstrom": [[0.895, -1.313, -0.681], [-1.279, 0.706, -0.017], [-1.514, 2.097, 0.567], [2.362, -2.194, 0.494], [2.594, -2.295, -1.180], [1.213, -0.989, -2.514], [0.324, -1.455, 1.300], [-2.177, 0.073, 0.183], [-1.086, 0.843, -1.113], [-2.445, 2.498, 0.179], [1.918, -2.208, -0.419], [0.521, -0.766, -1.762], [0.055, -1.119, 0.432], [-0.082, 0.286, 0.610], [-0.776, 2.618, 1.350]], "forces_ev_per_a": [[-0.5, -0.7, 0.8], [0.4, 1.4, 0.1], [0.2, -1.5, -0.3], [-0.3, 0.2, -0.3], [-0.4, -0.1, 0.4], [-0.7, 0.4, 0.7], [1.0, -0.9, 1.7], [0.8, 0.2, -0.2], [-0.5, -0.4, 0.7], [-0.5, 0.9, 0.0], [0.7, -0.1, -0.8], [1.5, -0.6, -1.2], [-0.6, 1.5, -1.8], [-0.9, -1.0, 0.1], [-0.3, 0.5, 0.0]], "lowdin_charge": [-0.545, -0.186, -0.242, 0.096, 0.099, 0.068, 0.100, 0.139, 0.117, 0.109, 0.127, 0.130, 0.038, -0.128, 0.079], "energy_ev": -11787.15078, "e_above_lowest_ev": 4.1624, "homo_energy_ev": -9.35, "mol_weight_g_mol": 117.11, "smiles": "[H]/N=C(\\N)NOCC=O", "lumo_energy_ev": 0.749}

---

(3)
{"formula": "C3H10N", "method": "ωB97M-V/def2-TZVPD", "elements": ["C", "C", "C", "N", "H", "H", "H", "H", "H", "H", "H", "H", "H", "H"], "positions_angstrom": [[-2.230, 0.358, -0.414], [-1.512, -0.652, 0.500], [1.197, 0.565, 0.147], [2.430, -0.309, -0.110], [-2.653, 1.060, 0.319], [-1.431, 0.839, -0.963], [-2.982, -0.077, -1.109], [-1.316, -1.708, 0.216], [-1.419, -0.563, 1.597], [0.725, 0.846, -0.788], [1.058, 0.895, 1.157], [3.141, 0.509, -0.457], [2.161, -0.954, -0.809], [2.830, -0.809, 0.715]], "forces_ev_per_a": [[0.5, -1.2, 1.9], [-0.7, -1.4, 0.0], [1.4, -1.0, -0.3], [0.9, 4.4, 1.1], [-0.2, 0.2, -0.9], [-0.1, 0.5, -0.6], [0.6, 0.3, 0.6], [-0.2, 0.9, -0.3], [-0.2, 0.6, -0.7], [-0.1, 0.1, 0.5], [-0.2, 0.1, 0.0], [-1.4, -3.1, 0.7], [0.2, -1.0, -1.3], [-0.5, 0.6, -0.6]], "lowdin_charge": [-0.154, -0.089, 0.105, 0.139, 0.074, 0.025, 0.087, 0.042, 0.045, 0.079, 0.087, 0.248, 0.130, 0.180], "energy_ev": -4751.31649, "e_above_lowest_ev": 0.0000, "homo_energy_ev": [-11.42, -15.31], "mol_weight_g_mol": 60.12, "charge": 1, "lumo_energy_ev": [-4.286, -5.685], "s_squared": 2.01, "spin_multiplicity": 3}

---

(4)
{"formula": "C5H8O", "method": "ωB97M-V/def2-TZVPD", "elements": ["C", "C", "C", "C", "O", "C", "H", "H", "H", "H", "H", "H", "H", "H"], "positions_angstrom": [[1.670, 0.287, -0.153], [0.561, 0.002, 0.749], [-0.673, 0.912, 0.140], [-1.509, -0.223, -0.375], [-0.565, -1.206, -0.902], [0.512, -1.228, -0.053], [1.441, 0.792, -1.082], [2.588, 0.643, 0.315], [0.927, -0.221, 1.774], [-0.390, 1.549, -0.734], [-1.163, 1.583, 0.847], [-2.188, 0.016, -1.196], [-2.053, -0.646, 0.471], [0.844, -2.261, 0.198]], "forces_ev_per_a": [[0.3, -1.4, -0.5], [-1.0, 1.5, -0.3], [0.4, -0.6, 0.8], [-0.3, -0.3, -0.2], [-0.1, 0.4, -0.1], [1.1, 0.6, -0.3], [0.0, -0.2, 0.1], [0.4, -1.1, -0.3], [-1.0, 1.1, -0.3], [0.5, -0.6, 1.0], [-0.2, -0.4, 0.2], [0.1, 0.0, 0.1], [-0.2, -0.3, -0.2], [0.1, 1.3, 0.0]], "lowdin_charge": [-0.025, -0.321, -0.098, -0.184, -0.095, -0.163, 0.061, 0.068, 0.150, 0.114, 0.104, 0.124, 0.122, 0.143], "energy_ev": -7358.56009, "e_above_lowest_ev": 3.6952, "homo_energy_ev": -7.82, "mol_weight_g_mol": 84.12, "lumo_energy_ev": 1.119}

---

(5)
{"formula": "C10H19N3O4", "method": "ωB97M-V/def2-TZVPD", "elements": ["C", "C", "C", "C", "C", "C", "C", "C", "C", "C", "H", "H", "H", "H", "H", "H", "H", "H", "H", "H", "H", "H", "H", "H", "H", "H", "H", "H", "H", "N", "N", "N", "O", "O", "O", "O"], "positions_angstrom": [[-1.444, -0.475, -0.770], [-0.333, 0.069, 0.138], [-2.861, -0.746, -0.015], [-2.677, -1.021, 1.517], [-3.858, 0.402, -0.299], [-3.394, 1.755, 0.244], [2.140, 0.224, 0.146], [2.500, 1.709, -0.212], [3.147, -0.788, -0.392], [4.477, -0.844, 0.381], [-1.507, -1.945, -2.287], [-0.709, -2.388, -0.873], [-1.683, 0.321, -1.464], [-3.303, -1.750, -0.347], [-1.731, -1.503, 1.731], [-3.437, -1.610, 1.999], [-2.720, -0.053, 2.111], [-3.988, 0.395, -1.414], [-4.851, 0.126, 0.095], [-2.417, 2.071, -0.207], [-4.191, 2.433, -0.110], [-3.500, 1.719, 1.316], [0.847, -0.720, -1.319], [2.006, 0.140, 1.241], [3.277, -0.539, -1.422], [2.887, -1.820, -0.288], [5.323, 0.697, -0.852], [6.171, 0.213, 0.561], [1.138, 2.015, 0.938], [-0.916, -1.650, -1.507], [0.854, -0.165, -0.468], [5.385, 0.089, -0.053], [-0.497, 0.756, 1.142], [3.490, 1.972, -0.819], [4.671, -1.705, 1.226], [1.705, 2.614, 0.335]], "forces_ev_per_a": [[-2.1, -1.5, 1.0], [-0.1, 0.4, -1.3], [0.4, -1.3, 0.9], [0.0, 2.1, 0.4], [0.4, -1.2, -0.9], [-1.1, 0.0, -1.7], [-0.9, -0.6, -0.3], [0.6, -1.4, 0.8], [1.1, 0.4, 1.2], [0.0, 0.6, -1.4], [0.2, 0.1, 0.7], [-0.1, -0.8, 0.3], [0.3, 0.1, -0.4], [0.7, 1.5, -0.4], [0.3, -0.1, 0.1], [-0.6, -0.6, -0.4], [0.5, -1.1, -0.8], [0.1, 0.4, 0.8], [0.4, 0.2, 0.1], [-0.8, -0.2, 1.0], [0.6, 0.2, 0.2], [0.8, 0.3, 0.4], [-0.1, 0.1, 0.3], [0.2, 0.1, -0.4], [0.4, 0.0, -0.8], [-1.2, -0.5, -0.1], [-0.7, -0.1, 0.2], [0.3, -0.1, -0.2], [0.0, 1.7, -0.9], [-0.4, 1.4, -0.7], [0.8, 0.8, 1.2], [0.6, -0.9, 1.4], [0.6, -0.2, -0.4], [0.3, 0.6, -1.0], [0.1, 1.1, -0.2], [-1.2, -1.6, 1.3]], "lowdin_charge": [-0.230, -0.436, -0.294, -0.081, -0.252, -0.099, -0.174, -0.484, -0.062, -0.515, 0.096, 0.077, 0.135, 0.140, 0.068, 0.061, 0.083, 0.114, 0.113, 0.089, 0.076, 0.062, 0.125, 0.170, 0.117, 0.119, 0.093, 0.107, 0.124, 0.037, 0.101, 0.169, 0.051, 0.115, 0.051, 0.134], "energy_ev": -23339.31532, "e_above_lowest_ev": 1.4294, "homo_energy_ev": -9.72, "mol_weight_g_mol": 245.28, "smiles": "CC[C@H](C)[C@H](N)C(=O)N[C@@H](CC(N)=O)C(=O)O", "lumo_energy_ev": 0.512}

---

(6)
{"formula": "C16H31NP2STc", "method": "ωB97M-V/def2-TZVPD", "elements": ["P", "P", "C", "C", "H", "H", "H", "H", "C", "H", "H", "H", "C", "H", "H", "H", "C", "H", "H", "H", "C", "H", "H", "H", "Tc", "C", "C", "C", "C", "C", "C", "C", "C", "C", "H", "H", "H", "H", "H", "H", "H", "H", "H", "H", "H", "H", "H", "H", "H", "S", "C", "N"], "positions_angstrom": [[-1.886, -0.750, 1.425], [-0.489, -2.416, -0.905], [-0.303, -0.055, 0.630], [-0.175, -0.549, -0.798], [0.528, -0.406, 1.262], [-0.315, 1.041, 0.679], [-0.922, -0.087, -1.462], [0.817, -0.350, -1.215], [1.119, -3.145, -0.536], [1.051, -4.220, -0.742], [1.388, -3.007, 0.520], [1.893, -2.701, -1.174], [-0.767, -2.726, -2.635], [0.042, -2.301, -3.239], [-1.727, -2.302, -2.951], [-0.799, -3.813, -2.781], [-1.623, -0.407, 3.182], [-2.543, -0.598, 3.750], [-1.325, 0.642, 3.322], [-0.829, -1.060, 3.567], [-3.141, 0.486, 0.944], [-3.380, 0.390, -0.125], [-2.805, 1.514, 1.152], [-4.050, 0.280, 1.525], [-2.041, -2.736, 0.598], [2.425, 2.246, -2.368], [3.222, 1.494, -1.583], [4.050, 1.896, -0.401], [3.681, 3.233, 0.295], [2.267, 3.252, 0.806], [1.137, 3.568, 0.142], [0.958, 4.016, -1.277], [2.120, 3.715, -2.261], [-3.658, -3.254, 2.181], [1.923, 1.741, -3.201], [3.333, 0.443, -1.858], [5.119, 1.929, -0.676], [3.964, 1.086, 0.341], [4.355, 3.334, 1.163], [3.901, 4.075, -0.372], [2.165, 2.965, 1.858], [0.208, 3.548, 0.716], [0.742, 5.098, -1.312], [0.048, 3.524, -1.656], [1.789, 4.064, -3.255], [2.999, 4.313, -1.995], [-4.675, -3.682, 1.757], [-4.109, -2.393, 2.598], [-3.239, -3.968, 2.997], [-5.057, -6.719, 1.495], [-4.080, -5.514, 1.174], [-3.307, -4.738, 0.699]], "forces_ev_per_a": [[2.6, 5.3, -0.2], [3.3, 4.1, -1.8], [-0.4, -0.2, 0.6], [0.0, -0.8, -0.5], [-0.1, 0.1, -0.2], [0.1, -0.2, 0.0], [0.2, 0.0, 0.2], [-0.1, 0.2, 0.0], [0.1, -0.7, 0.4], [0.2, 0.2, 0.1], [0.0, 0.0, -0.3], [-0.2, 0.0, 0.1], [-0.6, -0.6, -0.5], [-0.1, 0.0, 0.2], [0.2, -0.1, 0.0], [0.0, 0.2, -0.2], [-0.2, -0.6, 0.5], [0.3, 0.1, -0.1], [-0.1, -0.3, -0.2], [-0.2, 0.2, 0.0], [-0.6, -0.5, -0.2], [0.0, 0.1, 0.3], [0.1, -0.5, 0.0], [0.1, 0.2, -0.2], [-4.6, -7.3, 1.6], [0.4, -0.7, 0.4], [-0.5, 0.4, -0.7], [0.1, 0.2, 0.4], [0.5, -0.2, 0.0], [-0.9, 0.1, -0.2], [0.8, -0.1, 0.7], [0.1, 0.0, -0.4], [-0.4, 0.4, -0.1], [-3.2, -3.7, 1.7], [0.2, 0.0, 0.2], [0.0, 0.1, 0.0], [-0.3, -0.1, 0.0], [0.1, 0.2, -0.1], [-0.2, 0.1, -0.4], [-0.1, -0.2, 0.3], [-0.1, 0.1, -0.3], [0.1, 0.0, 0.0], [0.0, -0.3, 0.1], [0.1, 0.1, 0.0], [0.2, -0.1, 0.4], [-0.3, -0.2, -0.2], [1.8, 1.1, 1.6], [0.5, 2.2, 0.0], [-0.6, 1.4, -1.5], [0.7, 1.0, 0.1], [-1.3, -2.9, -0.5], [2.1, 2.1, -1.0]], "lowdin_charge": [0.661, 0.657, -0.360, -0.365, 0.092, 0.078, 0.093, 0.077, -0.220, 0.063, 0.059, 0.077, -0.231, 0.083, 0.064, 0.065, -0.223, 0.058, 0.080, 0.062, -0.207, 0.057, 0.078, 0.058, 0.913, -0.109, -0.130, -0.189, -0.190, -0.104, -0.134, -0.189, -0.190, -0.134, 0.099, 0.088, 0.124, 0.106, 0.117, 0.104, 0.100, 0.087, 0.123, 0.104, 0.117, 0.104, 0.061, 0.014, 0.091, 1.016, -0.849, -0.007], "energy_ev": -50173.52797, "e_above_lowest_ev": 0.0000, "homo_energy_ev": [-13.12, -13.12], "mol_weight_g_mol": 429.45, "charge": 2, "lumo_energy_ev": [-10.415, -10.174], "s_squared": 4.21, "spin_multiplicity": 4}